No. 1
A structure of composition C49H39GeN10O3S2W. Source: the Open Molecules 2025 dataset; level of theory: the ωB97M-V functional and the def2-TZVPD basis.

Each line ends with the Löwdin charge.
Positions of all 105 atoms, in Å:
W  -0.790  -0.196  -0.342  1.62
N  -3.581  1.657  1.034  0.15
C  -2.927  2.131  -0.119  -0.47
N  -3.501  3.377  -0.703  0.15
C  -3.794  3.319  -2.049  -0.35
N  -4.638  4.210  -2.513  0.26
N  -3.319  2.376  -2.851  0.21
C  -2.615  1.394  -2.311  -0.27
N  -2.446  1.104  -1.031  0.05
C  -1.911  0.522  -3.255  -0.19
C  -2.173  0.572  -4.607  0.04
C  -1.391  -0.184  -5.467  0.01
C  -0.353  -0.915  -4.920  0.01
C  -0.170  -0.914  -3.548  -0.11
N  -0.958  -0.240  -2.700  0.00
H  -4.526  1.355  0.818  0.12
H  -3.643  2.389  1.733  0.11
H  -4.990  4.940  -1.914  0.14
H  -4.964  4.150  -3.466  0.14
H  -2.969  1.210  -4.959  0.13
H  -1.575  -0.183  -6.532  0.13
H  0.328  -1.479  -5.543  0.13
H  0.656  -1.454  -3.128  0.09
C  -4.331  -2.401  1.292  -0.04
C  -4.275  -3.634  0.652  -0.03
C  -3.235  -3.893  -0.220  -0.01
C  -2.275  -2.907  -0.470  -0.22
C  -2.388  -1.624  0.057  -0.23
C  -3.407  -1.414  0.986  -0.11
C  -1.020  -3.223  -1.148  -0.22
C  -0.897  -4.438  -1.865  0.03
C  0.295  -4.813  -2.379  0.04
C  1.419  -3.979  -2.188  -0.15
C  2.679  -4.333  -2.723  0.00
C  3.747  -3.491  -2.612  -0.04
C  3.582  -2.280  -1.917  -0.07
C  2.374  -1.935  -1.367  -0.15
C  1.244  -2.759  -1.497  -0.24
N  -0.001  -2.363  -0.991  0.03
H  -5.096  -2.210  2.034  0.12
H  -5.011  -4.399  0.860  0.12
H  -3.168  -4.878  -0.660  0.11
H  -3.475  -0.465  1.494  0.07
H  -1.767  -5.057  -2.009  0.12
H  0.399  -5.736  -2.937  0.14
H  2.769  -5.283  -3.237  0.13
H  4.705  -3.749  -3.044  0.12
H  4.421  -1.602  -1.813  0.11
H  2.313  -1.042  -0.775  -0.02
O  -0.668  2.260  6.870  0.14
N  -0.319  1.275  6.272  -0.33
O  0.248  0.309  6.746  0.10
C  -0.572  1.242  4.810  -0.04
C  -0.849  2.420  4.200  0.10
C  -1.007  2.546  2.783  -0.10
C  -1.426  3.863  2.273  -0.01
C  -1.935  4.224  1.094  0.01
C  -2.145  3.380  -0.109  -0.15
N  -0.643  1.270  0.672  -0.13
C  -0.753  1.418  2.041  -0.25
C  -0.594  0.169  2.683  -0.17
N  -0.547  -0.866  1.807  -0.03
C  -0.480  -2.099  2.302  -0.18
C  -0.439  -2.349  3.672  -0.01
C  -0.447  -1.298  4.569  0.08
C  -0.515  0.018  4.074  -0.04
H  -0.931  3.301  4.825  0.14
H  -1.357  4.650  3.016  0.13
H  -2.211  5.266  0.963  0.13
H  -1.327  3.416  -0.827  0.13
H  -0.505  -2.914  1.589  0.12
H  -0.403  -3.371  4.023  0.13
H  -0.409  -1.480  5.632  0.13
Ge  1.390  1.177  -1.115  0.89
C  1.084  3.067  -1.439  -0.38
C  0.969  3.539  -2.744  -0.12
C  0.944  4.907  -2.997  -0.06
C  1.016  5.807  -1.944  -0.06
C  1.124  5.343  -0.637  -0.06
C  1.148  3.980  -0.386  -0.14
C  2.914  1.058  0.131  -0.37
C  2.773  1.202  1.514  -0.18
C  3.876  1.150  2.363  -0.09
C  5.139  0.915  1.839  -0.07
C  5.299  0.772  0.465  -0.06
C  4.196  0.839  -0.378  -0.12
H  2.067  0.738  -2.438  0.01
H  0.930  2.840  -3.574  0.09
H  0.878  5.267  -4.016  0.11
H  0.991  6.871  -2.142  0.12
H  1.206  6.047  0.182  0.12
H  1.254  3.628  0.636  0.10
H  1.792  1.369  1.946  0.08
H  3.747  1.281  3.431  0.12
H  5.995  0.842  2.496  0.12
H  6.287  0.615  0.050  0.12
H  4.337  0.750  -1.451  0.10
C  3.287  -5.617  2.758  0.05
O  2.393  -4.456  2.598  -0.05
C  2.868  -3.402  2.080  -1.15
S  4.250  -2.861  1.389  0.98
S  2.288  -1.877  1.856  0.97
H  2.638  -6.452  2.992  0.11
H  3.972  -5.419  3.578  0.12
H  3.828  -5.798  1.831  0.11

## Properties
* gap between HOMO and LUMO (alpha / beta): 0.2025 / 0.2025 Eh
* DFT total energy: -152473.294 eV
* net charge: +3
* energy above the lowest of the compared OMol25 structures with the same formula, charge and spin: 462.73 kJ/mol



No. 2
A cluster of 11 separate species, C72H158N8O11 in total. Source: the Open Molecules 2025 dataset; level of theory: the ωB97M-V functional and the def2-TZVPD basis.

Each line ends with the Löwdin charge.
Positions of all 249 atoms, in Å:
C  -3.509  -2.055  -2.194  -0.02
C  -3.670  -1.975  -3.773  -0.43
C  -2.760  -3.114  -4.310  -0.03
C  -5.220  -2.178  -4.064  -0.11
C  -5.712  -1.680  -5.434  -0.15
C  -5.207  -0.182  -5.726  -0.10
C  -3.648  -0.117  -5.485  -0.46
C  -2.915  -0.778  -6.712  0.00
C  -3.492  1.443  -5.454  -0.05
N  -3.236  -0.670  -4.209  -0.14
O  -1.915  -0.404  -4.082  -0.01
H  -2.433  -1.949  -2.055  0.07
H  -4.163  -1.375  -1.648  0.07
H  -3.756  -2.990  -1.692  0.06
H  -1.676  -3.084  -4.194  0.07
H  -2.869  -4.079  -3.816  0.07
H  -2.922  -3.346  -5.363  0.08
H  -5.452  -3.221  -3.846  0.12
H  -5.767  -1.588  -3.328  0.10
H  -5.422  -2.365  -6.231  0.09
H  -6.800  -1.641  -5.378  0.10
H  -5.819  0.534  -5.179  0.10
H  -5.366  0.013  -6.787  0.11
H  -1.935  -1.111  -6.372  0.06
H  -2.772  -0.130  -7.577  0.09
H  -3.421  -1.706  -6.979  0.07
H  -2.426  1.667  -5.472  0.06
H  -3.838  1.971  -4.565  0.08
H  -3.869  1.995  -6.315  0.08
H  -1.532  -1.035  -4.695  0.04
C  -1.631  -6.855  -1.811  -0.04
C  -1.248  -6.045  -0.578  -0.51
C  0.257  -5.657  -0.450  0.00
C  -2.071  -4.782  -0.786  -0.17
C  -2.007  -3.935  0.497  -0.16
C  -2.686  -4.801  1.596  -0.13
C  -2.060  -6.175  1.891  -0.47
C  -0.845  -5.929  2.825  -0.04
C  -3.155  -6.987  2.657  -0.01
N  -1.759  -6.797  0.573  -0.11
O  -0.974  -7.937  0.811  -0.01
H  -1.618  -6.314  -2.757  0.08
H  -0.883  -7.648  -1.829  0.08
H  -2.593  -7.345  -1.666  0.09
H  0.895  -6.513  -0.230  0.08
H  0.534  -5.164  -1.382  0.08
H  0.502  -4.894  0.288  0.06
H  -1.760  -4.270  -1.697  0.09
H  -3.116  -5.003  -1.007  0.12
H  -1.012  -3.593  0.780  0.09
H  -2.716  -3.124  0.330  0.09
H  -3.756  -4.882  1.404  0.11
H  -2.612  -4.226  2.519  0.12
H  -0.234  -6.811  3.018  0.08
H  -1.087  -5.594  3.834  0.09
H  -0.268  -5.184  2.277  0.05
H  -4.117  -6.485  2.767  0.07
H  -2.845  -7.280  3.660  0.08
H  -3.317  -7.903  2.089  0.07
H  -1.628  -8.632  0.706  0.10
C  3.118  2.435  -2.529  -0.04
C  3.363  1.590  -3.781  -0.44
C  3.341  2.434  -5.019  -0.05
C  4.883  1.026  -3.583  -0.12
C  5.163  -0.185  -4.465  -0.16
C  4.050  -1.313  -4.302  -0.11
C  2.627  -0.794  -4.626  -0.53
C  2.504  -0.554  -6.103  -0.04
C  1.541  -1.848  -4.287  -0.02
N  2.373  0.398  -3.794  -0.10
O  1.066  0.892  -3.812  -0.02
H  3.091  1.738  -1.692  0.07
H  3.996  3.057  -2.353  0.09
H  2.297  3.152  -2.558  0.05
H  3.639  3.464  -4.823  0.08
H  4.028  2.052  -5.774  0.07
H  2.325  2.582  -5.384  0.09
H  5.485  1.852  -3.963  0.11
H  5.158  0.863  -2.541  0.11
H  5.339  0.106  -5.500  0.10
H  6.056  -0.687  -4.092  0.10
H  4.011  -1.809  -3.331  0.11
H  4.227  -2.165  -4.958  0.11
H  1.461  -0.355  -6.350  0.09
H  2.885  -1.459  -6.577  0.09
H  3.127  0.265  -6.462  0.07
H  1.534  -1.942  -3.201  0.08
H  1.859  -2.836  -4.619  0.09
H  0.592  -1.604  -4.764  0.06
H  0.801  0.521  -2.968  0.04
C  7.312  -1.701  4.907  -0.03
C  7.663  -0.213  4.871  -0.47
C  9.154  -0.074  5.242  -0.05
C  7.580  0.385  3.421  -0.11
C  6.102  0.676  3.028  -0.18
C  5.510  1.716  4.015  -0.14
C  5.442  1.121  5.465  -0.43
C  5.068  2.413  6.387  -0.02
C  4.322  0.063  5.576  -0.03
N  6.815  0.658  5.806  -0.13
O  6.979  0.335  7.143  0.00
H  6.324  -1.879  4.481  0.06
H  8.070  -2.264  4.362  0.09
H  7.278  -2.094  5.923  0.07
H  9.819  -0.609  4.564  0.08
H  9.607  0.916  5.173  0.08
H  9.204  -0.459  6.260  0.08
H  8.065  1.361  3.409  0.11
H  8.015  -0.336  2.729  0.12
H  5.993  1.157  2.056  0.10
H  5.450  -0.196  2.973  0.09
H  4.520  2.079  3.738  0.10
H  6.107  2.617  3.872  0.11
H  5.902  3.114  6.355  0.08
H  4.853  2.190  7.432  0.07
H  4.154  2.926  6.085  0.07
H  4.310  -0.742  4.841  0.06
H  3.345  0.514  5.401  0.07
H  4.259  -0.352  6.583  0.08
H  6.724  -0.583  7.027  0.07
C  -1.850  2.740  0.077  -0.03
C  -1.274  1.371  0.513  -0.44
C  -2.425  0.489  1.054  -0.01
C  -0.695  0.793  -0.826  -0.11
C  0.299  -0.374  -0.670  -0.14
C  1.317  -0.047  0.492  -0.09
C  0.665  0.441  1.804  -0.45
C  0.145  -0.845  2.585  -0.01
C  1.758  1.014  2.737  -0.02
N  -0.271  1.511  1.579  -0.15
O  -0.731  2.276  2.582  0.00
H  -2.738  2.998  0.654  0.07
H  -1.067  3.483  0.234  0.07
H  -2.206  2.896  -0.941  0.07
H  -2.755  0.913  2.002  0.09
H  -3.249  0.458  0.340  0.07
H  -2.147  -0.562  1.141  0.06
H  -1.553  0.437  -1.396  0.11
H  -0.127  1.522  -1.404  0.10
H  -0.250  -1.303  -0.521  0.09
H  0.784  -0.520  -1.635  0.07
H  2.059  0.610  0.037  0.10
H  1.954  -0.921  0.632  0.11
H  0.944  -1.517  2.899  0.07
H  -0.496  -1.605  2.139  0.05
H  -0.388  -0.430  3.440  0.07
H  2.004  2.040  2.465  0.09
H  2.743  0.575  2.581  0.07
H  1.510  0.848  3.785  0.07
H  -0.291  3.116  2.433  0.05
C  5.158  -4.716  7.114  -0.04
C  4.696  -5.757  6.080  -0.46
C  5.932  -6.571  5.516  -0.03
C  3.765  -6.795  6.778  -0.12
C  2.375  -6.202  7.179  -0.19
C  1.702  -5.752  5.900  -0.12
C  2.598  -4.661  5.100  -0.45
C  1.988  -4.399  3.736  -0.07
C  2.456  -3.334  5.799  -0.05
N  4.038  -5.065  4.946  -0.11
O  4.894  -4.235  4.165  -0.01
H  4.482  -4.185  7.785  0.07
H  5.877  -5.146  7.811  0.08
H  5.876  -3.972  6.771  0.06
H  6.549  -7.162  6.193  0.08
H  5.638  -7.261  4.726  0.08
H  6.693  -5.872  5.167  0.07
H  3.553  -7.667  6.159  0.12
H  4.202  -7.127  7.719  0.11
H  1.666  -6.935  7.562  0.11
H  2.408  -5.358  7.869  0.10
H  0.732  -5.408  6.259  0.12
H  1.578  -6.593  5.217  0.11
H  0.929  -4.149  3.811  0.07
H  1.987  -5.264  3.073  0.08
H  2.477  -3.600  3.179  0.08
H  3.263  -2.707  5.419  0.06
H  2.621  -3.266  6.875  0.08
H  1.613  -2.739  5.448  0.08
H  5.155  -4.850  3.476  0.10
C  -8.149  5.240  -1.709  -0.03
C  -6.806  4.503  -2.061  -0.51
C  -6.577  4.939  -3.422  -0.08
C  -5.696  5.056  -1.174  -0.14
C  -5.614  4.423  0.239  -0.14
C  -5.568  2.876  0.004  -0.14
C  -6.761  2.286  -0.783  -0.46
C  -6.357  0.807  -0.958  -0.04
C  -8.152  2.408  -0.088  -0.02
N  -6.832  3.009  -2.095  -0.11
O  -7.742  2.509  -2.988  -0.01
H  -8.059  6.304  -1.927  0.08
H  -8.902  4.848  -2.393  0.08
H  -8.561  5.182  -0.702  0.06
H  -7.433  4.820  -4.085  0.09
H  -6.277  5.986  -3.381  0.09
H  -5.774  4.453  -3.976  0.08
H  -4.707  4.930  -1.613  0.09
H  -5.884  6.120  -1.031  0.12
H  -4.694  4.788  0.696  0.10
H  -6.442  4.729  0.878  0.10
H  -5.557  2.475  1.018  0.12
H  -4.627  2.580  -0.459  0.09
H  -7.123  0.223  -1.469  0.08
H  -6.290  0.394  0.048  0.09
H  -5.393  0.695  -1.453  0.07
H  -8.941  1.923  -0.662  0.08
H  -8.485  3.401  0.214  0.06
H  -8.234  1.776  0.796  0.08
H  -7.228  2.167  -3.723  0.10
C  -1.733  7.295  -4.974  -0.02
C  -1.844  6.634  -3.547  -0.43
C  -2.932  7.435  -2.768  -0.06
C  -2.406  5.152  -3.606  -0.14
C  -1.347  4.141  -3.937  -0.15
C  -0.090  4.410  -2.991  -0.09
C  0.517  5.873  -2.921  -0.48
C  1.407  5.948  -1.665  -0.03
C  1.400  6.190  -4.186  -0.01
N  -0.574  6.823  -2.786  -0.11
O  -0.169  8.135  -2.283  0.00
H  -2.720  7.317  -5.435  0.08
H  -1.246  8.270  -4.958  0.08
H  -1.163  6.632  -5.625  0.06
H  -3.944  7.428  -3.174  0.07
H  -2.938  7.094  -1.733  0.08
H  -2.776  8.496  -2.573  0.07
H  -2.841  4.908  -2.637  0.09
H  -3.207  5.140  -4.346  0.11
H  -1.767  3.142  -3.824  0.09
H  -0.995  4.314  -4.954  0.10
H  0.729  3.866  -3.461  0.08
H  -0.313  3.885  -2.062  0.09
H  1.870  6.930  -1.560  0.08
H  2.244  5.266  -1.816  0.07
H  0.980  5.772  -0.678  0.08
H  2.309  5.589  -4.148  0.06
H  1.679  7.241  -4.106  0.08
H  0.939  5.952  -5.145  0.07
H  0.061  8.604  -3.088  0.08
O  0.876  3.866  4.778  -0.04
H  0.520  3.969  3.895  -0.02
H  0.338  4.442  5.321  0.05
O  -0.496  5.082  2.537  -0.02
H  -1.179  5.334  3.158  0.07
H  -0.536  5.749  1.852  0.06
O  -0.372  1.534  5.633  -0.06
H  -0.307  0.713  5.146  0.00
H  -0.233  2.215  4.976  -0.03

## Properties
* structure (SMILES): CC1(C)CCCC(C)(C)N1O.CC1(C)CCCC(C)(C)N1O.CC1(C)CCCC(C)(C)N1O.CC1(C)CCCC(C)(C)N1O.CC1(C)CCCC(C)(C)N1O.CC1(C)CCCC(C)(C)N1O.CC1(C)CCCC(C)(C)N1O.CC1(C)CCCC(C)(C)N1O.O.O.O
* gap between HOMO and LUMO: 0.2928 Eh
* DFT total energy: -111655.441 eV
* energy above the lowest of the compared OMol25 structures with the same formula, charge and spin: 0.00 kJ/mol